[1]
Entry from OMol25: a structure of composition C8H9N2O5SV in a non-equilibrium geometry (the ωB97M-V functional and the def2-TZVPD basis).

CARTESIAN COORDINATES (ANGSTROEM)
O 1.30049 -0.77760 -1.08391
C 0.66716 -0.48638 -0.17323
V 0.13215 -0.06845 1.42600
C 0.19424 -1.57811 2.57270
O 0.04905 -2.39449 3.33723
C -1.30921 1.47250 -2.07205
O -1.57511 2.44882 -1.39512
C -1.31213 0.14743 -2.25235
O -1.30234 -0.90563 -2.75677
C 1.74928 1.01505 1.45815
O 2.74416 1.58261 1.25280
H -1.30143 1.58991 -3.08521
C -2.86753 1.18895 3.86648
N -3.11051 0.89721 2.44580
C -2.96713 -0.37178 1.99630
S -2.03064 -0.67389 0.54798
N -3.52602 -1.40041 2.61392
C -4.51144 -1.29159 3.67257
H -3.81629 1.20734 4.41813
H -2.40598 2.17787 3.93720
H -2.18544 0.45139 4.31908
H -2.66749 1.58051 1.82425
H -3.41079 -2.29533 2.15405
H -5.14825 -0.40220 3.53683
H -5.14627 -2.18536 3.64217
H -4.02955 -1.24458 4.66515

Results
* max |F|: 10.6 eV Å⁻¹
* net charge: +2
* Kohn-Sham gap (spin up / spin down): 4.395 / 3.492 eV
* ΔE to the lowest compared entry with this formula, charge and spin: 311.2 kJ/mol
* 2S+1: 3

[2]
Entry from OMol25: a cluster of 2 separate species, C12H20N3O in total in a non-equilibrium geometry (the ωB97M-V functional and the def2-TZVPD basis).

CARTESIAN COORDINATES (ANGSTROEM)
C -2.08824 -1.85816 -1.93212
C -1.99426 -1.27771 -0.71520
C -2.14724 0.26448 -2.31081
C -1.72197 1.04205 0.02284
C -1.81363 1.87121 1.02540
C 0.86327 0.35083 -0.52960
C -3.13549 2.30069 1.53381
C -0.65758 2.42783 1.86908
C 2.75314 0.08061 0.76531
C 0.70993 -1.26166 1.35518
C 2.08911 -1.91494 -0.59304
C 1.54433 -0.74180 0.24303
N -2.25913 -0.90962 -2.90010
N -1.96226 0.15306 -0.96277
N 2.78687 -1.56877 -1.86056
O 1.23033 0.80303 -1.63086
H -2.29973 -2.86935 -2.06563
H -1.84930 -1.65102 0.25286
H -2.11385 1.23957 -2.60444
H -3.17771 1.90006 2.58989
H -3.88201 1.90709 0.83805
H -3.26326 3.41549 1.55005
H -0.44752 3.43875 1.51713
H 0.28563 1.91726 1.49888
H -0.95830 2.20716 2.90415
H 3.73955 -0.20451 0.33996
H 2.68011 0.11558 1.96364
H 2.75798 1.15451 0.36579
H -0.27846 -1.40178 0.90141
H 0.68497 -0.57334 2.22552
H 1.13112 -2.19377 1.61947
H 2.80021 -2.48180 0.09367
H 1.26770 -2.54090 -0.90948
H 3.78023 -1.07766 -1.86343
H 2.06984 0.30012 -2.11718
H 2.87562 -2.36260 -2.47990

Results
* max |F|: 3.8 eV Å⁻¹
* net charge: +1
* Kohn-Sham gap (spin up / spin down): 6.885 / 6.888 eV
* ΔE to the lowest compared entry with this formula, charge and spin: 650.2 kJ/mol
* 2S+1: 1

[3]
Entry from OMol25: a cluster of 2 separate species, C2HClF3N in total in a non-equilibrium geometry (the ωB97M-V functional and the def2-TZVPD basis).

CARTESIAN COORDINATES (ANGSTROEM)
N 1.85811 -1.87265 0.84629
C 1.44665 -0.84449 0.56410
C 0.82747 0.43223 0.24241
F 1.80973 1.31557 0.22547
F -0.02993 0.78607 1.20386
F 0.15814 0.34963 -0.97980
Cl -3.31062 -0.35368 -0.54996
H -2.75955 0.18734 -1.55237

Results
* max |F|: 2.3 eV Å⁻¹
* Kohn-Sham gap: 12.596 eV
* ΔE to the lowest compared entry with this formula, charge and spin: 43.5 kJ/mol
* 2S+1: 1

[4]
Entry from OMol25: a structure of composition Cl2In2O20P5Y3 in a non-equilibrium geometry (the ωB97M-V functional and the def2-TZVPD basis).

CARTESIAN COORDINATES (ANGSTROEM)
In 0.98351 3.21273 2.82678
In 0.20905 -1.90733 2.49192
Y -1.72422 1.71208 0.13438
Y 3.07284 -0.98633 -1.38429
Y -0.20563 -0.26709 -3.00159
P 4.10773 -2.73090 0.60318
O 3.17133 -2.98234 1.81459
O 3.37941 -3.01442 -0.76222
O 4.42094 -1.24642 0.43250
O 5.26847 -3.63676 1.05785
P 0.75377 0.34830 -0.32319
O 0.37708 1.49393 0.71791
O 1.34320 0.49296 -1.60128
O -0.61735 0.10480 -0.80812
O 1.53848 -0.91002 0.17364
P 1.57467 -2.33523 -3.75758
O 0.17683 -1.96104 -4.25595
O 2.10935 -3.79577 -3.86986
O 1.40032 -2.55511 -2.21861
O 2.33472 -1.07553 -3.54748
P -3.38555 -0.40920 1.67246
O -3.24904 -1.91193 1.61364
O -4.47194 0.29042 2.51643
O -3.68137 0.24146 0.24841
O -2.03598 0.23112 1.90848
P -2.98420 3.67610 2.16554
O -3.61997 2.69396 1.14497
O -3.53788 5.11220 2.14387
O -1.56220 3.22290 1.69728
O -3.07139 3.07236 3.57471
Cl -2.15800 1.78901 -2.58601
Cl 0.08302 4.03107 -0.82235

Results
* max |F|: 11.1 eV Å⁻¹
* net charge: -2
* Kohn-Sham gap: 1.611 eV
* 2S+1: 1

[5]
Entry from OMol25: a cluster of 3 separate species, C40H61F5IN4O8 in total in a non-equilibrium geometry (the ωB97M-V functional and the def2-TZVPD basis).

CARTESIAN COORDINATES (ANGSTROEM)
C -3.13852 -1.87581 6.61386
C -3.59596 -0.36717 6.63985
O -2.80710 0.41519 5.71833
C -3.38095 0.22930 4.42713
C -2.63544 1.12319 3.36945
N -1.62536 0.37975 2.55548
C -0.56283 1.33246 2.29741
N 0.33971 1.54306 3.21681
C 0.33960 0.89659 4.54777
C 1.75863 0.37949 5.01975
N 1.54821 -0.60331 6.12126
C 1.46363 2.48340 2.94559
O 2.45391 1.70925 2.26115
C 3.34908 2.52924 1.55485
C 3.37338 2.34369 0.09424
C 4.26126 3.06996 -0.79283
C 5.19356 4.03236 -0.20573
C 5.14731 4.22398 1.22972
C 4.26238 3.49692 2.14137
N -0.43147 2.01823 1.04499
C -1.37198 3.15963 0.90010
C -0.68855 4.54178 0.60185
C -0.26364 4.72046 -0.93007
I 1.28340 6.25874 -0.94924
C -0.39248 1.11411 -0.11787
C -1.08839 -0.29589 0.14224
C 0.07474 -1.30163 0.51753
C -0.34247 -2.63973 1.18501
C -0.61573 -3.85004 0.43497
C -0.96759 -5.10631 1.09935
C -1.03507 -5.11625 2.54699
C -0.78227 -3.89426 3.33339
C -0.41600 -2.65495 2.66558
C -2.18791 -0.04822 1.22981
C -3.27380 -1.19625 1.36794
C -3.95326 -1.57424 -0.02214
C -3.71680 -3.07981 -0.43928
C -4.99663 -3.83939 -0.90061
F -6.06193 -3.65431 -0.05066
F -5.27286 -3.57468 -2.23250
C -4.64667 -5.40030 -0.84356
F -4.59731 -5.80194 0.47496
F -3.35444 -5.58191 -1.30893
F -5.51601 -6.15493 -1.55014
H -2.28021 -2.05290 7.31924
H -4.00108 -2.50591 6.96019
H -2.81799 -2.25145 5.61035
H -3.46187 -0.01090 7.69983
H -4.69488 -0.30319 6.42418
H -4.46186 0.55122 4.42843
H -3.37223 -0.83504 4.06577
H -3.39446 1.69418 2.77480
H -2.06334 1.89606 3.96250
H 0.01427 1.68751 5.28532
H -0.37654 0.04872 4.65719
H 2.30807 -0.09044 4.16419
H 2.33415 1.22541 5.47788
H 1.20501 -1.48425 5.72719
H 2.47653 -0.78597 6.51200
H 1.93011 2.84219 3.90769
H 1.13993 3.39635 2.39539
H 2.68628 1.58440 -0.35919
H 4.21241 2.83073 -1.88075
H 5.89409 4.56858 -0.88454
H 5.85172 4.94979 1.69408
H 4.24797 3.63008 3.24554
H -2.14793 2.99355 0.09664
H -1.94665 3.26720 1.86169
H 0.15599 4.81244 1.27915
H -1.48204 5.32896 0.77246
H -1.13733 5.08921 -1.51356
H 0.14091 3.74071 -1.27736
H -0.92386 1.57830 -0.98995
H 0.65184 0.89350 -0.48442
H -1.53820 -0.59354 -0.84515
H 0.59946 -1.57261 -0.44630
H 0.84517 -0.73593 1.12180
H -0.52685 -3.79697 -0.67976
H -1.17558 -5.99132 0.45059
H -1.28759 -6.08407 3.04380
H -0.85432 -3.96507 4.44727
H -0.21194 -1.73170 3.26379
H -2.78648 0.85172 0.87693
H -4.10942 -0.74292 1.98022
H -2.92088 -2.08376 1.94536
H -5.06512 -1.41441 0.07523
H -3.63508 -0.88789 -0.85397
H -2.87862 -3.12847 -1.17598
H -3.34397 -3.62055 0.47753
C -4.63914 -4.71534 -5.09313
C -3.49775 -3.77870 -5.43360
O -3.02377 -4.00721 -6.76525
C -3.75606 -3.45222 -7.73899
O -4.74792 -2.78523 -7.58805
O -3.20597 -3.78435 -8.91204
C -3.93449 -3.31595 -10.04775
H -4.35101 -5.75327 -5.27344
H -4.92996 -4.60501 -4.05224
H -5.51208 -4.51462 -5.71684
H -2.65587 -3.97242 -4.76631
H -3.78296 -2.73282 -5.29804
H -4.11995 -2.24368 -9.98492
H -4.87373 -3.86263 -10.13988
H -3.32933 -3.51134 -10.93143
C 7.32886 3.70205 -6.04303
C 7.53218 4.92461 -5.17070
O 7.87556 4.54731 -3.83037
C 9.15821 4.20750 -3.63819
O 10.02164 4.20289 -4.47561
O 9.30987 3.84926 -2.35467
C 10.62350 3.38777 -2.03544
H 6.60433 3.02253 -5.58870
H 6.97370 3.98949 -7.03364
H 8.25948 3.14410 -6.16008
H 6.59909 5.48599 -5.10657
H 8.28454 5.59575 -5.58927
H 11.38185 4.10856 -2.34073
H 10.80327 2.41981 -2.50483
H 10.67689 3.26617 -0.95470

Results
* max |F|: 3.4 eV Å⁻¹
* net charge: +1
* Kohn-Sham gap: 8.130 eV
* 2S+1: 1

[6]
Entry from OMol25: an isolated molecule of C20H22N2O4S (the ωB97M-V functional and the def2-TZVPD basis).

CARTESIAN COORDINATES (ANGSTROEM)
O -6.52169 -2.04728 0.43733
C -6.10239 -1.41800 -0.49377
O -6.56571 -1.57131 -1.74024
C -5.00353 -0.38335 -0.44019
C -4.64173 -0.02989 1.00318
C -3.45748 0.90884 1.04362
O -3.51843 2.08590 1.33789
N -2.27928 0.32863 0.69624
C -1.11188 1.04477 0.61753
S -1.06811 2.72197 0.97882
C 0.63212 2.76303 0.59693
C 1.12416 1.54830 0.22664
C 0.12255 0.52450 0.28063
C 0.24066 -0.93069 0.10418
O -0.71281 -1.61688 -0.25173
N 1.45228 -1.44739 0.45350
C 1.90040 -2.76994 0.39862
C 3.15828 -3.04434 0.93404
C 3.66641 -4.32785 0.90028
C 2.92935 -5.35364 0.33168
C 1.68202 -5.08212 -0.20342
C 1.16283 -3.80056 -0.17540
C 2.51592 1.38345 -0.31512
C 2.78427 2.29634 -1.52052
C 3.08778 3.75074 -1.16846
C 1.88225 4.54191 -0.66944
C 1.36808 4.05589 0.68850
H -7.26075 -2.24794 -1.76461
H -5.33310 0.49911 -0.99112
H -4.14298 -0.79926 -0.97130
H -5.48843 0.45703 1.48717
H -4.40985 -0.94549 1.55008
H -2.18528 -0.64674 0.40600
H 2.10074 -0.80516 0.88669
H 3.73598 -2.24450 1.37769
H 4.64152 -4.52730 1.31946
H 3.32660 -6.35695 0.30623
H 1.10197 -5.87614 -0.64951
H 0.19105 -3.59438 -0.59038
H 2.66017 0.35832 -0.65655
H 3.25396 1.59756 0.46464
H 1.92640 2.25508 -2.19449
H 3.64655 1.89361 -2.05811
H 3.47587 4.24365 -2.06342
H 3.87622 3.78068 -0.41180
H 1.07482 4.48356 -1.40173
H 2.17206 5.59065 -0.57454
H 0.69314 4.80428 1.10692
H 2.21702 3.94931 1.37137

Results
* max |F|: 0.9 eV Å⁻¹
* Kohn-Sham gap: 8.506 eV
* ΔE to the lowest compared entry with this formula, charge and spin: 8.1 kJ/mol
* 2S+1: 1

Calculated values (g mol⁻¹) of molar mass for the records, taken in order: 296.18 222.31 131.48 1042.11 947.84 386.47.